1.
The following is a quantum chemistry calculation of C21H13ClF6N2O5S in the gas phase at a distorted geometry, from OMol25.

Values from the calculation:
- Calculated total energy: -2751.4019 Eh
- Structure (SMILES): O=C(O)c1ccc(S(=O)(=O)N(Cc2ccc(OC(F)(F)F)cc2)c2ncc(C(F)(F)F)cc2Cl)cc1
- E_LUMO: -0.72 eV
- Orbital gap: 0.3193 Ha
- Highest occupied orbital energy: -9.405 eV

```
! wB97M-V def2-TZVPD RIJCOSX def2/J DEFGRID3
* xyz 0 1
O -5.43284 -1.70866 1.82614
C -5.28409 -1.17763 0.75705
O -5.94859 -1.54773 -0.33868
C -4.33523 -0.05490 0.51364
C -3.52902 0.36022 1.57250
C -2.57632 1.33953 1.36792
C -2.44770 1.89565 0.10781
S -1.02355 2.94348 -0.18255
O -0.80746 3.83156 0.91426
O -1.06463 3.50057 -1.49351
N 0.23619 1.75402 -0.08019
C 1.18826 1.94833 1.00887
C 2.50826 1.35512 0.60206
C 3.04512 0.27373 1.28064
C 4.24838 -0.29293 0.88705
C 4.90839 0.23281 -0.20852
O 6.13033 -0.25329 -0.70666
C 6.73505 -1.26793 -0.12595
F 7.86232 -1.52717 -0.77876
F 6.02182 -2.40937 -0.12002
F 7.07356 -1.05184 1.15807
C 4.38085 1.31035 -0.90844
C 3.18550 1.86578 -0.50103
C -0.15606 0.45225 -0.30895
N -0.05794 -0.41485 0.69216
C -0.53350 -1.63604 0.56234
C -1.15842 -2.07109 -0.59700
C -1.82615 -3.41164 -0.67755
F -1.39212 -4.27059 0.24936
F -1.66224 -4.00309 -1.86830
F -3.16073 -3.30167 -0.49890
C -1.18790 -1.21625 -1.69731
C -0.65543 0.05138 -1.56678
Cl -0.57646 1.09723 -2.91927
C -3.27427 1.53421 -0.93883
C -4.22775 0.55111 -0.73512
H -6.51778 -2.30870 -0.14187
H -3.65376 -0.11191 2.53488
H -1.92732 1.67526 2.16079
H 0.82458 1.48344 1.92934
H 1.26709 3.02620 1.15254
H 2.52191 -0.14019 2.12800
H 4.64007 -1.13125 1.44021
H 4.92108 1.69272 -1.75866
H 2.76558 2.70049 -1.04111
H -0.42227 -2.27933 1.42345
H -1.59793 -1.54013 -2.64119
H -3.15157 2.01561 -1.89606
H -4.87535 0.23710 -1.53791
*
```

=====

2.
The following is a quantum chemistry calculation of 8 unconnected molecules or ions with the total composition H16O8, from OMol25.

Values from the calculation:
- Calculated total energy: -611.4933 Eh
- Structure (SMILES): O.O.O.O.O.O.O.O
- E_LUMO: -0.68 eV
- Orbital gap: 0.3523 Ha
- Highest occupied orbital energy: -10.270 eV

```
! wB97M-V def2-TZVPD RIJCOSX def2/J DEFGRID3
* xyz 0 1
O 3.31051 1.19313 1.10105
H 3.44336 0.40111 0.57204
H 2.38858 1.13527 1.39993
O -0.38204 -2.76589 0.50101
H -1.08344 -3.20344 -0.00140
H 0.36786 -3.37209 0.44696
O -3.03903 -1.20309 -0.55178
H -2.32050 -1.71487 -0.17308
H -2.62160 -0.65799 -1.22580
O -1.30228 -1.39901 2.72048
H -1.03740 -1.82084 1.87746
H -2.19689 -1.70997 2.89275
O 0.37526 0.08978 -0.17031
H 0.62430 0.53988 -1.00262
H 0.01652 -0.76370 -0.43877
O 0.45596 3.43583 -1.46142
H 0.22528 2.77478 -2.13485
H 1.39723 3.59746 -1.58278
O 0.26038 1.04782 -2.88470
H 0.86031 0.41870 -3.30682
H -0.62345 0.69292 -3.04445
O 0.34253 1.48661 2.19678
H 0.38146 0.95104 1.37635
H 0.15707 0.84656 2.89396
*
```

=====

3.
The following is a quantum chemistry calculation of 2 unconnected molecules or ions with the total composition C5H12FNO at a distorted geometry, from OMol25.

Values from the calculation:
- Calculated total energy: -427.3301 Eh
- E_LUMO: -1.05 eV
- Orbital gap: 0.1927 Ha
- Highest occupied orbital energy: -6.292 eV

```
! wB97M-V def2-TZVPD RIJCOSX def2/J DEFGRID3
* xyz 0 1
C 1.57940 0.79001 0.79953
C 0.44534 1.05880 -0.38253
C 0.32847 -0.28233 -1.31809
N -0.52756 -1.39483 -0.72732
C -1.34386 -0.96937 0.48546
C -1.89254 0.56300 0.13935
O -0.83246 1.58234 0.12387
H 2.63074 1.06317 0.30501
H 1.41731 1.43107 1.76544
H 1.54932 -0.38499 1.00642
H 0.90998 1.92495 -1.06005
H 0.03395 -0.05474 -2.45239
H 1.43132 -0.73470 -1.38598
H 0.08516 -2.19433 -0.41573
H -1.18428 -1.78925 -1.46630
H -2.20628 -1.72167 0.74681
H -0.64096 -0.88603 1.44394
H -2.67820 0.86740 0.98214
H -2.52665 0.55971 -0.87138
F 3.42180 0.57180 2.28180
*
```